1.
# C5H11NO

2 unconnected molecules or ions with the total composition C5H11NO (the ωB97M-V functional and the def2-TZVPD basis, the Open Molecules 2025 dataset).

Geometry as XYZ:
```
18
Properties=species:S:1:pos:R:3
C -0.446 0.791 1.308
N 0.575 1.079 0.349
C 0.233 1.097 -1.054
C -0.470 -0.846 -1.373
C 0.913 -0.756 -1.721
O 1.921 -0.883 -1.003
C -0.336 -0.623 1.996
H -1.460 0.878 0.966
H -0.506 1.525 2.123
H 1.410 0.528 0.498
H -0.717 1.580 -1.227
H 1.054 1.694 -1.523
H -1.151 -0.645 -2.185
H -0.822 -1.720 -0.774
H 1.035 -0.827 -2.824
H -1.339 -1.021 1.817
H -0.213 -0.474 3.065
H 0.319 -1.379 1.563
```

Values from the calculation:
* E_tot: -326.9456 Ha
* total charge: -1
* energy above the lowest of the compared OMol25 structures with the same formula, charge and spin: 81.2 kcal per mole
* largest force on an atom: 2.6 eV/A
* HOMO (alpha / beta): 0.0 / -2.6 eV
* spin multiplicity: 2

Now the Löwdin charges, all in e: number 1, C, carries -0.311; number 2, N, carries -0.133; number 3, C, carries -0.202; number 4, C, carries -0.161; number 5, C, carries -0.540; number 6, O, carries -0.161; number 7, C, carries -0.101; number 8, H, carries 0.081; number 9, H, carries 0.075; number 10, H, carries 0.080; number 11, H, carries 0.048; number 12, H, carries 0.054; number 13, H, carries 0.014; number 14, H, carries 0.022; number 15, H, carries 0.091; number 16, H, carries 0.046; number 17, H, carries 0.039; number 18, H, carries 0.059


2.
# C2H7N

2 unconnected molecules or ions with the total composition C2H7N (the ωB97M-V functional and the def2-TZVPD basis, the Open Molecules 2025 dataset).

Geometry as XYZ:
```
10
Properties=species:S:1:pos:R:3
N 1.021 -2.269 0.687
H 2.019 -2.128 0.497
H 0.602 -2.644 -0.168
H 1.067 -2.963 1.439
C -0.305 1.228 -0.575
C -1.209 2.133 -0.239
H 0.374 0.819 0.157
H -0.298 0.819 -1.577
H -1.528 2.312 0.780
H -1.743 2.692 -1.000
```

Values from the calculation:
* E_tot: -135.0528 Ha
* total charge: -1
* energy above the lowest of the compared OMol25 structures with the same formula, charge and spin: 6.7 kcal per mole
* largest force on an atom: 0.8 eV/A
* HOMO (alpha / beta): 1.5 / -5.2 eV
* spin multiplicity: 2

Now the Löwdin charges, all in e: number 1, N, carries -0.383; number 2, H, carries -0.123; number 3, H, carries -0.123; number 4, H, carries -0.126; number 5, C, carries -0.179; number 6, C, carries -0.141; number 7, H, carries 0.008; number 8, H, carries 0.015; number 9, H, carries 0.028; number 10, H, carries 0.024


3.
# C41H70IN9O4

A molecular structure, C41H70IN9O4 (the ωB97M-V functional and the def2-TZVPD basis, the Open Molecules 2025 dataset).

Geometry as XYZ:
```
125
Properties=species:S:1:pos:R:3
C 1.744 -3.209 -2.065
C 1.464 -2.430 -2.971
C 0.647 -1.428 -3.864
N -0.805 -1.672 -3.871
C -1.507 -1.101 -5.039
O -2.899 -0.910 -4.879
C -3.697 -1.978 -5.449
C -4.479 -2.674 -4.219
O -5.856 -2.243 -4.201
C -5.969 -0.917 -3.646
C -5.825 -0.856 -2.066
C -1.463 -1.468 -2.597
O -1.434 -2.394 -1.802
O -2.123 -0.305 -2.159
I -0.971 1.333 -2.188
H 2.163 -3.957 -1.325
H 0.970 -0.381 -3.601
H 1.015 -1.615 -4.927
H -1.231 -1.748 -5.940
H -1.046 -0.076 -5.275
H -4.511 -1.472 -6.065
H -3.126 -2.718 -6.073
H -3.956 -2.437 -3.235
H -4.447 -3.798 -4.381
H -5.219 -0.183 -4.075
H -6.990 -0.523 -3.941
H -6.087 0.209 -1.762
H -6.528 -1.549 -1.514
H -4.759 -1.023 -1.705
C 3.351 -1.685 1.851
C 3.079 -3.013 2.550
C 4.032 -4.126 2.106
C 3.885 -4.367 0.642
N 3.771 -4.550 -0.493
H 3.201 -1.761 0.771
H 2.669 -0.916 2.219
H 4.375 -1.348 2.034
H 2.045 -3.311 2.356
H 3.176 -2.872 3.630
H 3.807 -5.050 2.643
H 5.068 -3.853 2.320
C -11.212 1.039 -4.647
C -10.790 2.425 -5.123
C -9.350 2.463 -5.643
C -8.405 2.070 -4.558
N -7.676 1.766 -3.716
H -10.605 0.701 -3.803
H -12.251 1.052 -4.313
H -11.123 0.304 -5.451
H -10.904 3.134 -4.298
H -11.465 2.748 -5.920
H -9.100 3.470 -5.984
H -9.229 1.779 -6.487
C 2.346 1.192 5.738
C 1.732 -0.200 5.644
C 2.484 -1.235 6.484
C 3.896 -1.345 6.011
N 4.987 -1.431 5.640
H 3.368 1.207 5.349
H 1.765 1.906 5.149
H 2.364 1.541 6.774
H 1.717 -0.512 4.596
H 0.693 -0.154 5.981
H 2.003 -2.208 6.398
H 2.481 -0.948 7.537
C 0.479 0.004 10.577
C 0.208 -1.320 11.284
C 1.157 -2.437 10.841
C 1.002 -2.685 9.378
N 0.883 -2.872 8.245
H 0.325 -0.077 9.498
H -0.199 0.776 10.944
H 1.504 0.341 10.753
H -0.828 -1.618 11.096
H 0.310 -1.175 12.363
H 0.933 -3.359 11.383
H 2.194 -2.165 11.049
C 6.525 2.350 8.905
C 5.966 3.104 7.704
C 4.847 4.079 8.080
C 3.711 3.333 8.695
N 2.827 2.757 9.182
H 5.763 1.726 9.379
H 7.338 1.690 8.595
H 6.917 3.044 9.654
H 5.596 2.380 6.972
H 6.776 3.660 7.224
H 4.490 4.603 7.190
H 5.212 4.825 8.789
C 10.666 5.423 9.115
C 10.107 6.178 7.913
C 8.988 7.153 8.290
C 7.850 6.410 8.905
N 6.971 5.831 9.381
H 9.904 4.799 9.588
H 11.478 4.763 8.804
H 11.058 6.115 9.865
H 9.737 5.454 7.181
H 10.917 6.734 7.434
H 8.631 7.677 7.401
H 9.352 7.899 9.000
C 0.942 -2.118 -8.749
C 0.385 -1.361 -9.951
C -0.740 -0.393 -9.576
C -1.878 -1.149 -8.967
N -2.758 -1.739 -8.482
H 0.180 -2.747 -8.281
H 1.758 -2.773 -9.058
H 1.328 -1.426 -7.995
H 0.021 -2.084 -10.687
H 1.194 -0.800 -10.424
H -1.095 0.133 -10.465
H -0.382 0.353 -8.862
C -6.454 -1.146 -12.261
C -5.530 -2.299 -12.639
C -4.123 -2.149 -12.055
C -3.498 -0.895 -12.569
N -3.012 0.077 -12.963
H -6.092 -0.194 -12.655
H -7.452 -1.309 -12.673
H -6.546 -1.057 -11.175
H -5.474 -2.365 -13.729
H -5.966 -3.236 -12.282
H -3.504 -3.002 -12.342
H -4.157 -2.109 -10.963
```

Values from the calculation:
* E_tot: -2695.4463 Ha
* largest force on an atom: 3.1 eV/A
* HOMO: -8.8 eV

Atomic partial charges in e from the Löwdin method, atoms 1 to 99: number 1, C, carries 0.079; number 2, C, carries -0.081; number 3, C, carries -0.210; number 4, N, carries -0.060; number 5, C, carries -0.235; number 6, O, carries -0.155; number 7, C, carries -0.149; number 8, C, carries -0.155; number 9, O, carries -0.186; number 10, C, carries -0.273; number 11, C, carries -0.083; number 12, C, carries -0.601; number 13, O, carries 0.117; number 14, O, carries -0.605; number 15, I, carries 1.018; number 16, H, carries -0.004; number 17, H, carries 0.062; number 18, H, carries 0.122; number 19, H, carries 0.127; number 20, H, carries 0.128; number 21, H, carries 0.131; number 22, H, carries 0.105; number 23, H, carries 0.115; number 24, H, carries 0.130; number 25, H, carries 0.116; number 26, H, carries 0.087; number 27, H, carries 0.070; number 28, H, carries 0.079; number 29, H, carries 0.061; number 30, C, carries -0.103; number 31, C, carries -0.263; number 32, C, carries -0.168; number 33, C, carries -0.179; number 34, N, carries 0.137; number 35, H, carries 0.066; number 36, H, carries 0.063; number 37, H, carries 0.079; number 38, H, carries 0.115; number 39, H, carries 0.086; number 40, H, carries 0.117; number 41, H, carries 0.122; number 42, C, carries -0.113; number 43, C, carries -0.271; number 44, C, carries -0.179; number 45, C, carries -0.197; number 46, N, carries 0.168; number 47, H, carries 0.071; number 48, H, carries 0.072; number 49, H, carries 0.078; number 50, H, carries 0.112; number 51, H, carries 0.107; number 52, H, carries 0.114; number 53, H, carries 0.118; number 54, C, carries -0.109; number 55, C, carries -0.254; number 56, C, carries -0.211; number 57, C, carries -0.229; number 58, N, carries 0.133; number 59, H, carries 0.065; number 60, H, carries 0.074; number 61, H, carries 0.048; number 62, H, carries 0.096; number 63, H, carries 0.111; number 64, H, carries 0.074; number 65, H, carries 0.097; number 66, C, carries -0.114; number 67, C, carries -0.268; number 68, C, carries -0.175; number 69, C, carries -0.189; number 70, N, carries 0.161; number 71, H, carries 0.065; number 72, H, carries 0.075; number 73, H, carries 0.068; number 74, H, carries 0.112; number 75, H, carries 0.108; number 76, H, carries 0.115; number 77, H, carries 0.119; number 78, C, carries -0.113; number 79, C, carries -0.268; number 80, C, carries -0.197; number 81, C, carries -0.213; number 82, N, carries 0.138; number 83, H, carries 0.068; number 84, H, carries 0.072; number 85, H, carries 0.060; number 86, H, carries 0.103; number 87, H, carries 0.097; number 88, H, carries 0.115; number 89, H, carries 0.056; number 90, C, carries -0.109; number 91, C, carries -0.267; number 92, C, carries -0.174; number 93, C, carries -0.172; number 94, N, carries 0.175; number 95, H, carries 0.068; number 96, H, carries 0.074; number 97, H, carries 0.078; number 98, H, carries 0.110; number 99, H, carries 0.109


4.
# C51H41BF3N2O5SbZn

A molecular structure, C51H41BF3N2O5SbZn (the ωB97M-V functional and the def2-TZVPD basis, the Open Molecules 2025 dataset).

Geometry as XYZ:
```
105
Properties=species:S:1:pos:R:3
Zn -2.202 0.382 -0.867
O -1.168 -4.455 -2.424
C 0.156 -4.362 -2.235
C 0.876 -5.525 -1.946
C 2.240 -5.464 -1.729
C 2.912 -4.245 -1.796
C 2.200 -3.093 -2.092
C 0.827 -3.129 -2.319
C 0.052 -1.886 -2.647
O -1.220 -1.969 -2.679
N 0.780 -0.817 -2.882
N -0.018 0.339 -2.995
C -0.594 0.568 -4.119
C -1.543 1.620 -4.444
C -1.354 2.306 -5.648
C -2.176 3.342 -6.041
C -3.248 3.686 -5.203
C -3.508 2.979 -4.055
C -2.711 1.867 -3.640
O -3.093 1.116 -2.682
H -1.453 -3.493 -2.595
H 0.331 -6.459 -1.880
H 2.784 -6.373 -1.499
H 3.978 -4.200 -1.611
H 2.691 -2.130 -2.153
H -0.325 -0.137 -4.905
H -0.501 2.035 -6.265
H -1.991 3.877 -6.964
H -3.890 4.518 -5.474
H -4.351 3.230 -3.422
F 2.511 -0.398 6.748
C 2.152 0.796 6.231
F 1.165 1.279 7.031
F 3.209 1.630 6.445
C 1.754 0.718 4.808
C 1.927 -0.448 4.066
C 1.560 -0.495 2.739
C 0.989 0.625 2.097
C 0.841 1.807 2.863
C 1.217 1.847 4.186
C 0.570 0.606 0.762
C 0.080 0.671 -0.367
H 2.335 -1.329 4.544
H 1.684 -1.412 2.176
H 0.416 2.679 2.383
H 1.090 2.759 4.759
C 3.201 7.680 -2.218
C 3.316 6.540 -1.195
C 4.728 5.959 -1.297
C 3.141 7.111 0.221
C 2.234 5.488 -1.453
C 0.896 5.867 -1.447
C -0.144 4.941 -1.603
C 0.188 3.617 -1.763
O -0.628 2.556 -1.896
B 0.248 1.355 -1.814
O 1.628 1.894 -1.996
C 1.527 3.220 -1.803
C 2.550 4.130 -1.642
H 3.994 8.418 -2.057
H 2.239 8.191 -2.143
H 3.294 7.287 -3.233
H 5.460 6.758 -1.145
H 4.906 5.520 -2.281
H 4.902 5.193 -0.539
H 3.937 7.829 0.451
H 3.176 6.305 0.957
H 2.180 7.617 0.324
H 0.633 6.910 -1.304
H -1.181 5.250 -1.590
H 3.571 3.772 -1.652
C 0.739 -7.104 1.794
C -0.643 -6.981 1.864
C -1.251 -5.753 1.625
C -0.491 -4.624 1.317
C 0.894 -4.772 1.226
C 1.509 -5.995 1.470
Sb -1.268 -2.642 0.808
C -1.415 -2.004 2.867
C -1.751 -0.662 3.071
C -1.739 -0.114 4.346
C -1.384 -0.898 5.438
C -1.049 -2.231 5.248
C -1.060 -2.779 3.969
C -3.338 -3.250 0.673
C -4.057 -3.729 1.768
C -5.385 -4.116 1.632
C -6.015 -4.016 0.398
C -5.317 -3.516 -0.693
C -3.988 -3.134 -0.555
H 1.213 -8.062 1.979
H -1.252 -7.847 2.099
H -2.331 -5.681 1.671
H 1.508 -3.923 0.939
H 2.586 -6.086 1.383
H -2.000 -0.037 2.215
H -1.984 0.933 4.486
H -1.354 -0.465 6.432
H -0.757 -2.842 6.095
H -0.774 -3.816 3.828
H -3.581 -3.784 2.741
H -5.929 -4.491 2.492
H -7.052 -4.315 0.291
H -5.810 -3.413 -1.653
H -3.453 -2.723 -1.407
```

Values from the calculation:
* E_tot: -4797.8937 Ha
* total charge: -2
* energy above the lowest of the compared OMol25 structures with the same formula, charge and spin: 23.7 kcal per mole
* largest force on an atom: 0.6 eV/A
* HOMO (alpha / beta): -0.5 / -0.5 eV

Atomic partial charges in e from the Löwdin method, atoms 1 to 99: number 1, Zn, carries 0.723; number 2, O, carries 0.021; number 3, C, carries -0.304; number 4, C, carries -0.037; number 5, C, carries -0.129; number 6, C, carries -0.117; number 7, C, carries -0.037; number 8, C, carries -0.094; number 9, C, carries -0.479; number 10, O, carries -0.095; number 11, N, carries 0.124; number 12, N, carries 0.050; number 13, C, carries 0.029; number 14, C, carries -0.133; number 15, C, carries -0.072; number 16, C, carries -0.143; number 17, C, carries -0.127; number 18, C, carries -0.030; number 19, C, carries -0.399; number 20, O, carries -0.212; number 21, H, carries 0.050; number 22, H, carries 0.114; number 23, H, carries 0.093; number 24, H, carries 0.086; number 25, H, carries 0.108; number 26, H, carries 0.149; number 27, H, carries 0.105; number 28, H, carries 0.075; number 29, H, carries 0.085; number 30, H, carries 0.101; number 31, F, carries 0.113; number 32, C, carries -0.574; number 33, F, carries 0.104; number 34, F, carries 0.103; number 35, C, carries -0.167; number 36, C, carries -0.026; number 37, C, carries -0.032; number 38, C, carries -0.238; number 39, C, carries -0.021; number 40, C, carries -0.038; number 41, C, carries -0.053; number 42, C, carries -0.028; number 43, H, carries 0.115; number 44, H, carries 0.106; number 45, H, carries 0.116; number 46, H, carries 0.116; number 47, C, carries -0.064; number 48, C, carries -0.566; number 49, C, carries -0.082; number 50, C, carries -0.059; number 51, C, carries -0.200; number 52, C, carries -0.068; number 53, C, carries 0.013; number 54, C, carries -0.211; number 55, O, carries 0.069; number 56, B, carries -0.850; number 57, O, carries 0.138; number 58, C, carries -0.207; number 59, C, carries 0.054; number 60, H, carries 0.074; number 61, H, carries 0.069; number 62, H, carries 0.087; number 63, H, carries 0.075; number 64, H, carries 0.084; number 65, H, carries 0.084; number 66, H, carries 0.075; number 67, H, carries 0.089; number 68, H, carries 0.073; number 69, H, carries 0.094; number 70, H, carries 0.113; number 71, H, carries 0.108; number 72, C, carries -0.115; number 73, C, carries -0.106; number 74, C, carries -0.118; number 75, C, carries -0.366; number 76, C, carries -0.157; number 77, C, carries -0.113; number 78, Sb, carries 1.511; number 79, C, carries -0.382; number 80, C, carries -0.145; number 81, C, carries -0.092; number 82, C, carries -0.109; number 83, C, carries -0.107; number 84, C, carries -0.132; number 85, C, carries -0.368; number 86, C, carries -0.145; number 87, C, carries -0.110; number 88, C, carries -0.117; number 89, C, carries -0.095; number 90, C, carries -0.134; number 91, H, carries 0.088; number 92, H, carries 0.090; number 93, H, carries 0.081; number 94, H, carries 0.088; number 95, H, carries 0.097; number 96, H, carries 0.054; number 97, H, carries 0.102; number 98, H, carries 0.093; number 99, H, carries 0.092